Formula: C2H7N5
Source: the Open Molecules 2025 dataset
Level of theory: wB97M-V/def2-TZVPD

Structure (XYZ):
```
14
Properties=species:S:1:pos:R:3:nbo_charge:R:1
N -0.0613 0.9963 0.5554 -0.07
C 0.4108 -0.8345 0.3606 0.37
N -1.3104 1.4418 0.3311 -0.67
N -0.5022 -1.5095 -0.3759 -0.85
C 1.3789 -1.2143 1.1756 -0.51
N 0.7065 0.9074 -0.5274 -0.02
N 0.1291 1.1891 -1.6523 -0.65
H -1.4477 1.8085 -0.6114 0.41
H -1.7403 1.8723 1.1347 0.39
H -1.1661 -2.0615 0.1479 0.40
H -0.8113 -1.0001 -1.2023 0.41
H 0.8613 1.1512 -2.3600 0.34
H 2.0134 -0.4820 1.6486 0.23
H 1.5393 -2.2648 1.3753 0.22
```

The value obtained for the total energy is -9632.99246 eV. For the HOMO energy, the calculation gives -8.23 eV. Its frontier orbital gap is 9.28 eV. For the molar mass, the calculation gives 101.1 Da. The value obtained for the energy relative to the best compared isomer or geometry (same formula, charge and spin) is 5.046 eV.